Entry from the OMol25 dataset: a molecular structure, C18H24Br3F3N5O (the ωB97M-V functional and the def2-TZVPD basis).

Computed properties:
Total energy in hartree: -9070.6371
Frontier orbital gap in eV: 7.1765
HOMO energy in eV: -10.974
Charge: +1

Element x y z (Å)
C: 0.294 -2.689 1.967
C: 0.778 -2.251 3.337
Br: -0.671 -1.338 4.254
C: 2.049 -1.411 3.316
N: 1.945 -0.222 2.465
N: 1.397 0.846 2.927
N: 1.387 1.745 1.981
C: 1.945 1.219 0.898
C: 2.093 1.951 -0.373
C: 0.769 2.188 -1.156
C: -0.444 2.524 -0.309
N: -1.629 2.536 -1.176
C: -2.893 2.498 -0.404
C: -3.640 1.211 -0.615
C: -4.517 1.052 -1.698
C: -5.209 -0.134 -1.909
C: -5.032 -1.217 -1.049
C: -4.168 -1.076 0.039
C: -3.492 0.120 0.248
O: -2.654 0.224 1.363
N: 2.338 -0.035 1.189
C: 2.987 -1.170 0.513
C: 3.463 -1.012 -0.916
C: 2.289 -1.199 -1.895
F: 1.108 -0.876 -1.317
Br: 2.152 -3.124 -2.264
C: 2.471 -0.425 -3.253
F: 3.304 0.606 -3.090
F: 1.285 0.033 -3.637
Br: 3.156 -1.548 -4.681
H: -0.644 -3.224 2.026
H: 0.162 -1.846 1.288
H: 1.025 -3.375 1.532
H: 1.004 -3.133 3.925
H: 2.242 -1.040 4.316
H: 2.897 -2.028 3.038
H: 2.846 1.549 -1.036
H: 2.443 2.944 -0.095
H: 0.548 1.384 -1.846
H: 0.984 3.064 -1.767
H: -0.631 1.761 0.444
H: -0.307 3.464 0.233
H: -1.598 3.404 -1.696
H: -3.526 3.308 -0.763
H: -2.717 2.642 0.658
H: -4.653 1.884 -2.374
H: -5.886 -0.214 -2.746
H: -5.566 -2.139 -1.205
H: -4.031 -1.902 0.721
H: -1.779 -0.087 1.122
H: 2.305 -2.014 0.543
H: 3.836 -1.462 1.126
H: 4.050 -0.123 -1.111
H: 4.133 -1.845 -1.088